Computed, not measured: a structure of composition C16H20IN4O4V, with ωB97M-V/def2-TZVPD.

Geometry (Å):
V 0.83813 0.05583 -0.23864
N 2.63793 -0.85517 -0.95184
C 3.35673 -1.96347 -0.29904
C 3.99403 -1.57887 1.04136
C 3.13753 -1.88527 2.27196
C 2.13133 -0.80207 2.63176
N 1.00933 -0.73687 1.68966
H 2.28963 -1.22617 -1.84064
H 3.33013 -0.14577 -1.19944
H 4.15483 -2.31257 -0.96604
H 2.64353 -2.77897 -0.16194
H 4.25593 -0.51807 1.02216
H 4.92503 -2.13747 1.13766
H 3.79093 -2.01697 3.13456
H 2.61633 -2.83307 2.12816
H 2.62753 0.17213 2.65206
H 1.75273 -1.01177 3.64036
H 0.25183 -0.21557 2.13886
H 0.65813 -1.68757 1.53296
I 0.27223 0.96653 -2.90544
C 0.89843 2.41863 -1.47174
C 0.70823 3.76103 -1.70904
C 1.13603 4.65233 -0.72844
C 1.70133 4.13913 0.43326
C 1.82283 2.77073 0.57876
N 1.43483 1.89923 -0.36244
H 0.24793 4.09643 -2.62654
H 1.01973 5.71423 -0.87064
H 2.03513 4.79863 1.21756
H 2.24373 2.33173 1.47456
O -0.98117 0.66113 0.29436
C -1.44117 -0.42367 -0.15924
O -0.64177 -1.34467 -0.44924
C -2.90327 -0.54567 -0.34904
C -3.72867 0.31483 0.37576
C -5.10007 0.27513 0.20276
C -5.65527 -0.61067 -0.70674
C -4.82047 -1.45187 -1.43524
C -3.44427 -1.43997 -1.26424
N -5.40507 -2.34177 -2.42274
O -4.64297 -2.96507 -3.12434
O -6.61037 -2.38507 -2.47824
H -3.27277 1.00343 1.07146
H -5.73867 0.93523 0.76616
H -6.72237 -0.65407 -0.86814
H -2.81357 -2.09807 -1.84704

Values from the calculation:
E_HOMO (spin up / spin down) = -10.1 / -9.4 eV
multiplicity = 2
gap between HOMO and LUMO (spin up / spin down) = 7.06 / 6.30 eV
total charge = +1
E_LUMO (spin up / spin down) = -3.04 / -3.14 eV



Computed, not measured: a structure of composition C16H20IrN8O5, with ωB97M-V/def2-TZVPD.

Geometry (Å):
Ir -0.04196 -0.11002 0.05572
O 3.73004 -0.44956 -1.39533
C 2.55727 -0.31634 -1.17754
N 1.91625 -0.32364 0.04750
C 2.57019 -0.33937 1.26540
O 3.74316 -0.49310 1.46766
C 1.58391 -0.17106 2.40642
C 2.03080 -0.13117 3.70909
C 1.10393 -0.04416 4.73546
C -0.24391 -0.00093 4.41648
C -0.61627 -0.02098 3.08652
N 0.27720 -0.09928 2.09680
C 1.55739 -0.14721 -2.30788
C 1.98535 -0.10742 -3.61676
C 1.04335 -0.02885 -4.62963
C -0.30047 0.01022 -4.29222
C -0.65485 -0.00509 -2.95731
N 0.25453 -0.08100 -1.98136
H 3.09742 -0.18986 3.87728
H 1.42361 -0.02665 5.76862
H -1.00286 0.03206 5.18515
H -1.65864 0.00608 2.80126
H 3.05005 -0.15024 -3.80181
H 1.34764 -0.00586 -5.66726
H -1.06986 0.04818 -5.05022
H -1.69106 0.03924 -2.65384
N -2.38008 0.23246 0.01857
N -2.84540 1.54971 -0.08558
C -1.96779 2.58702 -0.01786
N -2.44578 3.82240 -0.03172
N -0.70278 2.21047 0.03676
N 0.32287 3.14248 0.09022
O 0.09188 4.34035 0.17694
O 1.42615 2.65487 0.05496
H -2.71708 -0.33997 -0.74753
H -2.67772 -0.19411 0.88988
H -3.83529 1.73145 -0.04744
H -3.42676 4.00915 -0.14867
H -1.77745 4.57691 0.04845
C -0.74884 -3.97804 -1.14692
C -0.05329 -3.03876 -0.17665
C 0.23991 -3.71635 1.15309
O -0.85584 -1.87355 0.01546
H -0.10369 -4.82828 -1.37079
H -0.97141 -3.45776 -2.08081
H -1.68304 -4.34804 -0.71884
H 0.91422 -2.76843 -0.61495
H -0.68961 -4.06559 1.60775
H 0.72379 -3.01447 1.83672
H 0.90480 -4.56912 1.00946

Values from the calculation:
E_HOMO = -11.2 eV
gap between HOMO and LUMO = 8.03 eV
total charge = +1
E_LUMO = -3.13 eV



Computed, not measured: an isolated molecule of C16H20N2, with ωB97M-V/def2-TZVPD.

Geometry (Å):
C 0.89466 -1.42295 -5.72934
C 1.04087 -0.97067 -4.30676
C 1.79305 -1.71286 -3.40539
C 1.93950 -1.28115 -2.09925
C 1.34410 -0.10932 -1.66222
N 1.49594 0.37456 -0.32311
C 0.60141 -0.25563 0.64736
C -0.85899 0.10133 0.38944
C -1.78877 -0.55031 1.42008
C -1.53442 -0.02184 2.80296
C -1.96851 1.25097 3.15460
C -1.71427 1.76297 4.41367
C -1.01989 1.00739 5.34352
C -0.58506 -0.26218 5.00565
C -0.84100 -0.77112 3.74416
C 0.59919 0.66041 -2.56810
N -0.01786 1.81733 -2.13368
C 0.45854 0.21129 -3.87843
H 1.76575 -1.11761 -6.31044
H 0.82047 -2.50701 -5.78342
H 0.01116 -0.98560 -6.18815
H 2.26642 -2.62933 -3.72610
H 2.53349 -1.86096 -1.40435
H 2.45284 0.20310 -0.02268
H 0.89365 0.10459 1.63837
H 0.70392 -1.35468 0.63920
H -1.13777 -0.23149 -0.61127
H -0.97452 1.18461 0.42895
H -2.82253 -0.34116 1.13546
H -1.64421 -1.63260 1.40298
H -2.51448 1.84289 2.43346
H -2.05951 2.75375 4.67213
H -0.82098 1.40577 6.32764
H -0.04504 -0.85868 5.72693
H -0.49974 -1.76430 3.48736
H -0.20087 2.50982 -2.84253
H 0.38553 2.17582 -1.28012
H -0.11530 0.81002 -4.57288

Values from the calculation:
E_HOMO = -7.7 eV
gap between HOMO and LUMO = 8.72 eV
total charge = 0
E_LUMO = 0.98 eV
SMILES = Cc1ccc(NCCCc2ccccc2)c(N)c1



no.,F_max (eV/A)
1,1.836
2,2.899
3,0.395